Formula: C22H31CuN5O6S2Si2
Source: the OMol25 dataset
Level of theory: ωB97M-V with the def2-TZVPD basis set

Computed properties:
Multiplicity: 2
Net charge: -2
Energy relative to the best compared isomer or geometry (same formula, charge and spin): 0.015 eV

The geometry in XYZ format:
```
69
Properties=species:S:1:pos:R:3:forces:R:3
Cu 0.185648 0.643797 -0.033159 0.1 -1.1 -0.1
S -0.411139 1.507223 3.094649 0.0 0.3 0.2
S 1.240384 1.643881 -2.216777 -0.1 0.1 0.1
Si -1.134006 -2.815914 1.651197 0.1 0.0 0.0
Si 0.562100 -2.847736 -1.011443 -0.1 0.0 0.0
O 0.622002 0.270274 -1.881278 -0.1 0.4 -0.1
O 2.620582 1.485990 -2.639420 0.0 -0.1 0.1
O 0.419998 2.343642 -3.195349 0.0 -0.1 0.1
O 0.955343 1.125760 3.313387 0.1 0.0 -0.1
O 1.144519 2.303543 -0.848764 0.1 0.3 -0.1
O -1.324497 1.363843 4.197196 -0.2 -0.1 0.0
N -2.098935 1.017390 -0.156174 0.3 -0.2 0.1
N -0.748219 7.102303 1.088967 0.0 0.0 0.0
N -0.897280 0.794423 1.729352 -0.1 0.4 -0.2
N 1.881440 -0.417681 0.784126 -0.3 -0.1 0.3
N -3.237200 1.315257 1.905535 0.0 0.0 0.1
C 0.522336 3.696275 1.751909 0.0 0.0 0.0
C 3.240059 -1.553940 2.887753 -0.1 -0.1 0.0
C -2.135581 1.053154 1.196024 0.3 0.0 0.0
C 2.247386 -2.385930 -1.689225 0.1 0.0 0.0
C -0.830035 -2.489641 -2.231186 0.0 0.0 -0.1
C -0.645743 5.795587 1.615946 0.0 0.0 0.0
C 0.415613 4.975471 1.243697 0.0 0.0 0.0
C 2.995799 0.136009 1.252019 0.0 0.1 -0.1
C 0.250680 -2.180246 0.656636 0.0 0.0 0.2
C -1.589321 5.324747 2.525613 0.0 0.0 0.0
C 1.407682 -1.589022 1.297544 0.0 -0.1 -0.1
C -3.216803 1.189050 -0.824462 0.0 0.0 -0.1
C -4.347917 1.494872 1.205948 -0.1 0.0 0.0
C -1.350369 -4.708181 1.784102 0.0 -0.1 0.0
C 3.722997 -0.388428 2.299796 0.1 0.0 0.0
C 2.107690 -2.157292 2.389385 0.1 0.1 0.0
C -4.419487 1.429758 -0.174744 0.0 0.0 0.0
C -1.493003 4.034346 3.027733 0.1 0.0 0.0
C -0.436410 3.222830 2.640503 0.0 0.0 -0.1
C -2.823580 -2.277150 0.960883 0.0 0.1 0.0
C 0.687824 -4.756703 -1.041513 0.0 -0.1 0.0
C -1.076347 -2.326825 3.470358 0.0 0.1 0.1
H -3.136499 1.144611 -1.905615 0.0 0.0 0.0
H -2.041803 -2.569918 3.927408 0.0 0.0 0.0
H 3.291379 1.056138 0.757680 0.0 0.0 0.0
H -0.431954 -5.193347 2.127631 0.0 0.0 0.0
H -2.145824 -4.927957 2.506317 0.0 0.0 0.0
H -5.346279 1.571953 -0.710444 0.0 0.0 0.0
H -0.230123 -5.256261 -0.729515 0.0 0.0 0.0
H 1.490524 -5.090159 -0.375926 0.0 0.0 0.0
H -0.296318 7.180416 0.188942 0.0 0.0 0.0
H -5.239887 1.704588 1.791786 0.0 0.0 0.0
H -0.606574 -2.912702 -3.216362 0.0 0.0 0.0
H 1.134444 5.315845 0.507547 0.0 0.0 0.0
H 4.609696 0.112276 2.664771 0.0 0.0 0.0
H 1.755637 -3.092774 2.802295 0.0 0.0 0.0
H -1.761819 -2.942806 -1.878902 0.0 0.0 0.0
H -3.392149 -1.724884 1.715341 0.0 0.0 0.0
H -2.238555 3.635762 3.702120 0.0 0.0 0.0
H -2.694663 -1.630661 0.092325 0.0 0.0 0.0
H 2.428673 -2.931254 -2.621642 0.0 0.0 0.0
H -3.421657 -3.139804 0.651749 0.0 0.0 0.0
H -0.307915 -2.888627 4.006804 0.0 0.0 0.0
H -1.634273 -5.160768 0.832417 0.0 0.0 0.0
H -0.887919 -1.264162 3.628224 0.0 0.0 0.0
H 1.321310 3.050033 1.415186 0.0 0.0 0.0
H -1.707140 7.409901 1.015063 0.0 0.0 0.0
H 0.930239 -5.093665 -2.057778 0.0 0.0 0.0
H -2.415396 5.963840 2.819999 0.0 0.0 0.0
H 3.764958 -2.000455 3.726745 0.0 0.0 0.0
H 2.347855 -1.319985 -1.871001 0.0 0.1 0.0
H -0.970156 -1.410959 -2.336414 0.0 -0.1 0.0
H 3.014429 -2.700076 -0.973609 0.0 0.0 0.0
```
Positions in Å, forces in eV/Å.



Formula: C5H7NO
Source: the OMol25 dataset
Level of theory: ωB97M-V with the def2-TZVPD basis set

Computed properties:
Energy relative to the best compared isomer or geometry (same formula, charge and spin): 4.587 eV

The geometry in XYZ format:
```
14
Properties=species:S:1:pos:R:3:forces:R:3
O 0.208952 0.808344 -1.749841 -0.2 -0.6 -0.2
N 2.129917 -0.682916 2.213530 -0.8 0.4 -0.2
C -0.157733 -0.304822 -2.058476 0.2 0.3 0.2
C 1.092306 -0.204390 1.963185 0.5 -0.3 0.1
C -0.414758 1.572071 1.184901 0.0 -0.1 0.0
C -0.130575 -1.477687 -1.109313 0.0 0.0 0.0
C -0.219708 0.195026 1.671509 0.3 0.3 0.0
H 0.465581 2.156719 0.903575 -0.1 -0.1 0.1
H -0.533418 -0.502128 -3.082884 0.0 0.1 0.1
H -0.595395 -2.370766 -1.535828 0.1 0.2 0.0
H -0.643381 -1.214197 -0.174843 0.0 0.0 -0.2
H -1.144641 1.562104 0.369264 0.0 0.0 0.1
H 0.909605 -1.703100 -0.847327 -0.1 0.0 -0.1
H -0.953171 2.069979 2.011600 0.1 -0.1 0.0
```
Positions in Å, forces in eV/Å.



Formula: C4H6O2
Source: the OMol25 dataset
Level of theory: ωB97M-V with the def2-TZVPD basis set

Computed properties:
Energy relative to the best compared isomer or geometry (same formula, charge and spin): 4.612 eV

The geometry in XYZ format:
```
12
Properties=species:S:1:pos:R:3:forces:R:3
O 0.705707 1.754018 -0.496360 -0.2 0.4 -0.2
O -0.575659 -0.860572 -1.291184 0.1 -0.1 -0.2
C -0.865292 0.178079 0.765971 0.0 0.1 0.1
C 0.535169 0.576608 0.233628 0.0 0.0 0.1
C -0.795558 -1.197245 0.077671 1.0 -0.1 0.4
C 0.607304 -0.654766 -0.626946 0.3 0.7 -0.8
H 1.474605 -1.169546 -1.043003 -0.1 0.0 0.3
H 0.144106 -1.785590 0.376632 -1.4 -1.0 0.5
H 1.263973 0.574358 1.051311 0.0 -0.1 -0.2
H -0.959181 0.127632 1.852268 0.1 0.0 -0.1
H -1.665465 0.811159 0.367916 0.1 -0.3 0.0
H 0.130289 1.645864 -1.267905 0.2 0.3 0.1
```
Positions in Å, forces in eV/Å.



Formula: C3H8N3
Source: the OMol25 dataset
Level of theory: ωB97M-V with the def2-TZVPD basis set

Computed properties:
Net charge: +1
Energy relative to the best compared isomer or geometry (same formula, charge and spin): 5.271 eV

The geometry in XYZ format:
```
14
Properties=species:S:1:pos:R:3:forces:R:3
N -0.208789 -1.793655 0.074764 -1.5 -3.8 0.4
N -0.515748 0.562448 0.089539 -1.9 -0.4 0.1
N 2.236129 -0.470797 0.068627 -3.1 -1.6 -0.1
C -2.008338 0.693592 0.188640 -0.7 -5.1 -3.0
C 2.580178 0.668019 -0.226246 3.1 0.0 -1.3
C 0.052987 -0.573686 0.193741 4.6 1.8 -0.1
H -2.456942 -0.044425 0.925738 1.1 1.1 -0.6
H 0.424056 -2.444715 0.542862 0.2 0.2 -0.5
H -1.051516 -2.298348 -0.294312 0.6 1.3 0.5
H 3.583203 0.892572 -0.746373 -0.9 -0.9 1.0
H 2.141873 1.576951 -0.029629 -2.0 2.2 0.4
H -2.371546 1.614983 0.320387 -0.6 3.7 1.1
H 0.147470 1.229697 -0.266923 -0.4 1.1 0.2
H -2.553019 0.387361 -0.840817 1.6 0.5 2.0
```
Positions in Å, forces in eV/Å.



Formula: C14H27INO10S2
Source: the OMol25 dataset
Level of theory: ωB97M-V with the def2-TZVPD basis set

Computed properties:
Net charge: +1
Calculated total energy: -2450.49125 Eh

The geometry in XYZ format:
```
55
Properties=species:S:1:pos:R:3:forces:R:3
I 2.173192 0.792975 -3.301512 -0.4 -0.1 0.1
S 0.047501 5.685578 1.399842 0.4 0.3 -0.3
S -3.484213 -4.038702 -0.169398 -0.8 0.0 -0.2
O -0.266598 4.509028 2.140827 -0.1 -0.1 -0.1
O 2.887060 -3.492186 0.618494 -1.3 0.1 -1.0
O 0.562675 5.231445 -0.056367 0.1 -0.3 0.6
O -0.870237 6.750061 1.256372 -0.1 -0.2 0.2
O -2.925428 -5.317201 -0.409048 0.3 0.1 0.3
O -4.938266 -4.228616 0.480000 0.4 -0.2 -0.4
O 2.163443 1.150768 -0.355809 -0.4 -0.5 0.9
O -2.792702 -3.027884 0.560210 0.2 -0.2 -0.1
O -3.956136 -3.409194 -1.571065 0.1 0.2 0.5
O 1.440397 6.279965 1.939134 -0.4 0.0 -0.3
N 0.776741 0.155606 1.975960 0.0 0.9 -0.2
C 1.882629 5.742517 -0.287512 0.2 0.5 -0.2
C 1.971295 -2.602826 0.054173 1.3 1.8 2.4
C 1.482099 -0.133633 -0.467927 0.5 0.8 -0.9
C -5.382403 -3.511409 -1.694758 -0.4 -0.4 -0.2
C 2.574483 -1.217068 -0.412382 -1.1 -2.6 0.2
C 1.265418 1.576989 1.858148 1.3 0.0 0.0
C 1.955940 -2.803767 1.616309 1.2 -2.3 -3.1
C 2.505509 5.843562 1.089705 0.2 -0.4 0.0
C 0.353687 -0.232254 0.588975 -0.7 -0.1 -0.4
C 0.752398 -0.035016 -1.864355 1.1 -0.9 0.1
C 0.283730 -1.387662 -2.430961 -1.0 0.2 -0.3
C -1.056182 -1.888432 -1.806890 0.9 -0.2 -0.4
C -5.897990 -3.474128 -0.271657 -0.1 0.6 0.0
C 2.536389 1.449899 0.969594 -1.1 1.1 0.4
H -6.888443 -3.910563 -0.174841 0.1 -0.2 0.1
H 3.333835 6.546241 1.123504 -0.2 0.1 0.2
H -0.403561 0.515267 0.300150 0.3 -0.2 0.3
H 2.817994 -2.520476 2.225820 -1.2 1.0 0.8
H 1.220008 -3.574714 1.854812 0.2 0.5 1.0
H 0.064364 -1.228450 -3.499153 0.2 0.0 0.4
H 3.219320 0.717393 1.436580 0.0 0.2 -0.3
H 0.000988 0.058333 2.635221 0.1 0.0 -0.1
H 3.375723 -1.053968 0.318207 -0.2 0.4 -0.3
H 3.036401 -1.430925 -1.387543 -0.1 0.7 0.2
H -1.764027 -1.050745 -1.716775 0.1 -0.4 0.0
H -0.081895 0.676719 -1.823537 0.3 -0.1 0.0
H -1.443986 -2.655478 -2.494287 -0.2 0.4 0.3
H -5.910715 -2.454493 0.120342 0.0 0.0 0.0
H 0.513784 2.205630 1.365648 0.1 -0.2 0.4
H 1.791772 6.724142 -0.755835 0.0 0.0 0.0
H 1.552950 1.963199 2.845576 -0.4 -0.1 -0.2
H 1.058014 -2.169005 -2.422978 -0.1 0.4 0.1
H -0.183723 -1.185129 0.627488 0.5 0.1 -0.1
H 1.575513 -0.379280 2.331243 -0.3 -0.4 -0.2
H -0.927961 -2.388748 -0.839631 -0.1 0.3 -0.2
H 1.118092 -3.013709 -0.502179 0.4 -0.1 0.4
H -5.615800 -4.461877 -2.178155 0.0 0.0 0.0
H -5.771022 -2.694435 -2.297754 0.2 0.1 0.0
H 2.437379 5.077968 -0.946472 -0.2 -0.1 0.0
H 2.844285 4.866325 1.445652 0.1 0.0 0.0
H 2.986281 2.452363 0.960794 0.2 -0.5 -0.1
```
Positions in Å, forces in eV/Å.



Formula: C6H12O
Source: the OMol25 dataset
Level of theory: ωB97M-V with the def2-TZVPD basis set

Computed properties:
Energy relative to the best compared isomer or geometry (same formula, charge and spin): 1.498 eV

The geometry in XYZ format:
```
19
Properties=species:S:1:pos:R:3:forces:R:3
O 1.519633 0.587705 -0.199831 -0.1 0.0 -0.1
C 2.848175 0.299196 0.143405 0.3 0.0 0.0
C -1.439050 -0.781924 -1.163241 0.0 0.0 -0.2
C -0.793543 -0.013123 -0.043566 0.0 0.1 0.0
C 0.624986 -0.349634 0.347700 -0.2 -0.2 0.1
C -1.806956 -1.078648 0.265980 -0.1 -0.1 0.2
C -1.165415 1.445550 0.129284 0.0 0.0 0.0
H -0.824458 1.826824 1.099218 -0.1 -0.1 -0.1
H -2.251249 1.582494 0.071847 0.2 0.0 0.0
H -0.844991 -1.516127 -1.702316 -0.1 0.1 0.1
H -1.450848 -2.011707 0.699813 -0.1 0.2 -0.1
H -2.165402 -0.259967 -1.782167 0.1 -0.1 0.1
H 0.882728 -1.369446 0.009144 -0.1 0.1 0.1
H 3.472153 1.120014 -0.218530 -0.1 -0.1 0.0
H -0.694600 2.054803 -0.649144 -0.1 -0.1 0.1
H -2.782798 -0.764205 0.626164 0.2 0.0 -0.1
H 3.186509 -0.641896 -0.318867 0.0 0.1 0.1
H 0.709139 -0.338672 1.450465 0.0 0.0 -0.1
H 2.975993 0.208769 1.234642 0.0 0.0 -0.2
```
Positions in Å, forces in eV/Å.



Formula: C5H14BO7P
Source: the OMol25 dataset
Level of theory: ωB97M-V with the def2-TZVPD basis set

Computed properties:
Calculated total energy: -1091.81896 Eh

The geometry in XYZ format:
```
28
Properties=species:S:1:pos:R:3:forces:R:3
P 1.314237 1.434392 0.868430 1.5 -2.0 5.6
O 3.873539 -2.060679 0.432398 -2.3 2.2 -0.8
O 0.158143 0.346313 0.152938 1.3 3.9 0.2
O 1.714339 0.802146 2.296778 -1.4 2.1 -5.9
O 0.678096 3.030505 1.232031 -0.7 -3.2 -1.5
O 2.451719 -1.254845 -1.515845 1.7 2.3 2.1
O -4.279326 -2.211448 0.058104 1.8 1.0 -1.6
O 2.701870 1.626461 -0.173779 -3.0 -0.2 2.0
C -2.205239 0.396347 -0.917044 0.1 0.3 0.4
C -2.852058 -1.885736 0.324423 0.1 0.4 0.5
C -0.672217 0.999161 -0.870487 -1.1 0.2 -2.4
C -2.730841 -0.243909 0.498035 -0.6 -0.3 -0.2
C 3.733398 0.614634 0.109478 1.8 -1.1 -0.2
B 3.313775 -0.925971 -0.361325 -0.7 -1.9 -0.1
H 4.103485 0.592238 1.220114 -1.0 0.3 -2.1
H -0.736624 2.166551 -0.787190 0.3 -2.2 0.2
H -2.091082 0.031241 1.438795 -1.0 -0.5 -2.0
H -0.201231 0.776084 -1.944200 -0.8 0.5 2.3
H -2.528283 -2.473085 1.290463 -0.9 1.3 -1.9
H 3.349317 -2.179046 1.279266 1.0 0.4 -1.4
H -4.455552 -1.796445 -0.843941 0.2 -0.9 1.8
H -3.822486 0.198644 0.687511 2.4 -1.2 -0.3
H 4.677545 0.905128 -0.559476 -2.1 -0.3 1.4
H -0.281461 2.952513 1.572768 2.2 -0.1 -0.7
H -2.225301 -0.427312 -1.754503 -0.1 1.6 1.6
H -2.149553 -2.256320 -0.550555 -1.4 0.8 1.7
H -2.951969 1.272913 -1.199224 1.8 -1.8 0.3
H 2.113759 -0.430474 -1.983963 0.8 -1.4 1.0
```
Positions in Å, forces in eV/Å.



Formula: C4H9O2
Source: the OMol25 dataset
Level of theory: ωB97M-V with the def2-TZVPD basis set

Computed properties:
Net charge: -1
Energy relative to the best compared isomer or geometry (same formula, charge and spin): 2.448 eV

The geometry in XYZ format:
```
15
Properties=species:S:1:pos:R:3:forces:R:3
O 0.474982 -0.323586 1.714852 -0.9 -0.6 -1.5
O 1.548943 1.860939 0.640990 -0.6 -1.4 -1.1
C 1.108090 1.428067 -0.712383 0.6 -0.5 2.9
C -0.141148 0.532859 -0.550561 -1.8 1.0 0.2
C 0.012092 -0.718860 0.484660 1.4 1.1 -1.7
C -1.324788 -1.542553 0.366070 -2.1 -1.1 1.4
H -2.354973 -1.147497 0.854824 2.5 0.1 -1.1
H -1.056484 1.152866 -0.220236 1.5 -0.4 0.2
H 0.859039 -1.322182 -0.132758 -1.5 0.3 1.0
H -1.623218 -1.870401 -0.676149 0.6 0.5 0.9
H -0.534017 0.262153 -1.550247 0.6 -0.6 0.1
H -1.268389 -2.492746 0.977326 0.4 0.7 -0.7
H 1.339112 0.982095 1.133865 -0.1 1.0 0.4
H 0.998745 2.358659 -1.246138 -0.4 0.1 -0.7
H 1.962014 0.840185 -1.084115 -0.3 0.0 -0.5
```
Positions in Å, forces in eV/Å.



Across the entries above, max |F| takes the values 0.0218 0.0173 0.0352 0.1156 0.0787 0.0063 0.1253 0.0590 hartree/bohr, respectively.